DFT (ωB97M-V/def2-TZVPD) results for C3H4N2 as an isolated structure.

```
! wB97M-V def2-TZVPD RIJCOSX def2/J DEFGRID3
* xyz 0 1
N -1.068 -0.885 0.321
C -0.828 0.525 0.164
C 0.545 0.712 -0.036
C 1.055 -0.575 -0.015
N 0.091 -1.502 0.145
H -1.365 -0.207 -0.729
H -1.606 1.227 0.441
H 1.073 1.646 -0.171
H 2.085 -0.892 -0.139
*
```

Output
Total energy ... -6153.0890 eV
E_HOMO ... -10.148 eV
Molecular weight ... 68.079 g/mol
HOMO-LUMO gap ... 11.06 eV


DFT (ωB97M-V/def2-TZVPD) results for the molecule C5H6O2 at a distorted geometry.

```
! wB97M-V def2-TZVPD RIJCOSX def2/J DEFGRID3
* xyz 0 1
O -0.612 0.296 2.086
C -0.256 1.311 1.178
C 0.486 0.880 -0.007
C 1.157 -0.003 -0.566
C 0.837 -0.749 -1.804
C -0.301 -0.976 -0.812
O 0.068 -1.756 0.085
H 0.144 -0.292 2.223
H 0.387 2.074 1.625
H -1.198 1.791 0.895
H 1.240 -1.726 -2.054
H 0.892 -0.014 -2.608
H -1.311 -0.527 -0.853
*
```

Output
Total energy ... -9371.8460 eV
E_HOMO ... -9.170 eV
Molecular weight ... 98.101 g/mol
HOMO-LUMO gap ... 9.82 eV


DFT (ωB97M-V/def2-TZVPD) results for the molecule C4H8S4 at a distorted geometry.

```
! wB97M-V def2-TZVPD RIJCOSX def2/J DEFGRID3
* xyz 0 1
C -2.522 -1.925 0.006
C -1.608 0.771 -0.120
C 1.096 1.319 0.155
C 2.479 0.705 0.358
H -1.582 -2.291 -0.411
H -3.345 -2.600 -0.336
H -2.464 -1.864 1.078
H 0.979 2.200 0.747
H 0.937 1.539 -0.900
H 2.597 0.366 1.377
H 3.181 1.522 0.244
H 2.048 -1.390 -0.731
S -2.936 -0.325 -0.594
S -1.728 2.345 -0.574
S -0.170 0.111 0.630
S 3.037 -0.483 -0.929
*
```

Output
Total energy ... -47618.2128 eV
E_HOMO ... -8.691 eV
Molecular weight ... 184.376 g/mol
HOMO-LUMO gap ... 8.47 eV


DFT (ωB97M-V/def2-TZVPD) results for C48H55N5OS2SbSeZn as an isolated structure.

```
! wB97M-V def2-TZVPD RIJCOSX def2/J DEFGRID3
* xyz 1 1
Zn 0.023 0.417 -1.205
C 5.307 -2.544 -2.365
C 5.114 -1.178 -1.722
N 4.016 -0.402 -2.322
C 4.393 0.629 -3.294
C 4.620 0.082 -4.694
C 2.748 -0.699 -2.018
S 1.490 0.106 -2.933
N 2.593 -1.674 -1.109
C 1.554 -1.891 -0.313
O 0.631 -1.072 -0.003
C 1.542 -3.213 0.372
C 2.635 -4.074 0.296
C 2.594 -5.304 0.931
C 1.461 -5.685 1.639
C 0.372 -4.829 1.720
C 0.416 -3.594 1.095
H 6.091 -3.091 -1.839
H 5.600 -2.458 -3.409
H 4.388 -3.124 -2.309
H 6.012 -0.572 -1.837
H 4.920 -1.286 -0.656
H 5.297 1.103 -2.910
H 3.611 1.384 -3.306
H 5.443 -0.632 -4.723
H 4.865 0.899 -5.372
H 3.721 -0.410 -5.064
H 3.511 -3.769 -0.259
H 3.445 -5.970 0.874
H 1.431 -6.649 2.129
H -0.513 -5.120 2.272
H -0.422 -2.916 1.166
S -3.628 3.979 -2.930
C -2.776 3.562 -4.351
C -1.957 2.509 -4.097
N -1.991 2.033 -2.810
C -2.827 2.729 -2.098
H -2.914 4.090 -5.279
H -1.309 2.037 -4.820
H -3.028 2.532 -1.055
C -6.717 1.107 -2.137
C -6.336 0.992 -0.808
C -5.124 0.397 -0.482
C -4.284 -0.080 -1.484
C -4.674 0.032 -2.815
C -5.888 0.621 -3.140
Sb -2.371 -0.838 -0.995
C -2.286 -2.553 -2.214
C -3.413 -3.333 -2.469
C -3.310 -4.470 -3.256
C -2.082 -4.834 -3.794
C -0.959 -4.058 -3.552
C -1.060 -2.918 -2.764
C -2.807 -1.603 0.926
C -2.453 -0.824 2.025
C -2.718 -1.263 3.316
C -3.332 -2.490 3.516
C -3.675 -3.278 2.427
C -3.414 -2.838 1.137
H -7.661 1.569 -2.392
H -6.985 1.358 -0.023
H -4.847 0.297 0.562
H -4.031 -0.332 -3.609
H -6.187 0.699 -4.177
H -4.381 -3.046 -2.073
H -4.188 -5.070 -3.454
H -2.004 -5.722 -4.408
H -0.003 -4.334 -3.976
H -0.173 -2.319 -2.589
H -1.942 0.123 1.881
H -2.433 -0.654 4.164
H -3.537 -2.838 4.520
H -4.147 -4.240 2.581
H -3.670 -3.472 0.298
C -1.388 5.727 1.343
C -0.637 5.182 2.553
C -1.425 4.128 3.327
C -1.556 2.797 2.595
N -0.293 2.056 2.587
C 0.563 1.917 1.555
Se 0.300 2.615 -0.171
N 1.630 1.211 1.976
C 2.854 0.914 1.228
C 4.024 1.779 1.682
C 3.886 3.252 1.308
C 4.068 3.507 -0.183
C 1.446 0.867 3.310
C 2.218 0.105 4.178
C 1.726 -0.064 5.459
C 0.510 0.503 5.860
C -0.263 1.250 4.990
C 0.232 1.413 3.702
H -0.869 6.583 0.913
H -2.389 6.061 1.625
H -1.492 4.982 0.553
H -0.398 6.003 3.232
H 0.328 4.767 2.243
H -2.433 4.502 3.529
H -0.963 3.949 4.301
H -1.842 2.936 1.553
H -2.297 2.151 3.069
H 2.627 1.070 0.175
H 3.060 -0.146 1.370
H 4.929 1.368 1.223
H 4.155 1.669 2.761
H 4.619 3.830 1.873
H 2.907 3.620 1.637
H 5.029 3.115 -0.526
H 4.051 4.573 -0.407
H 3.279 3.038 -0.775
H 3.155 -0.339 3.871
H 2.294 -0.649 6.169
H 0.168 0.351 6.874
H -1.203 1.683 5.303
*
```

Output
Total energy ... -202137.9801 eV
E_HOMO ... -10.586 eV
Molecular weight ... 1048.246 g/mol
HOMO-LUMO gap ... 8.54 eV


DFT (ωB97M-V/def2-TZVPD) results for a 10-piece molecular cluster, C5H27NO11 overall at a distorted geometry.

```
! wB97M-V def2-TZVPD RIJCOSX def2/J DEFGRID3
* xyz 0 1
C 1.236 -1.592 -0.812
N -0.083 -1.692 -0.172
C -0.978 -0.551 -0.420
C -2.363 -1.151 -0.561
O -3.281 -0.441 -0.900
C -0.943 0.423 0.781
C -1.650 1.802 0.531
O -1.051 2.753 0.959
H 1.843 -0.797 -0.386
H 1.756 -2.532 -0.710
H 1.144 -1.433 -1.890
H 0.079 -1.782 0.835
H -0.728 -0.053 -1.380
H -2.519 -2.232 -0.433
H -1.628 0.117 1.624
H 0.037 0.549 1.223
H -2.686 1.662 0.185
O -0.550 -4.280 -0.880
H 0.342 -4.367 -0.528
H -0.936 -3.523 -0.416
O 0.490 -2.443 3.132
H 0.945 -1.582 3.234
H 0.994 -3.197 3.432
O -0.982 -1.654 -3.845
H -0.538 -1.829 -4.679
H -0.846 -2.380 -3.225
O 0.243 3.023 -2.374
H -0.394 3.546 -2.877
H 0.020 2.144 -2.771
O 1.840 -0.190 3.521
H 2.403 0.010 4.275
H 1.339 0.655 3.374
O 0.206 1.970 3.881
H 0.275 2.480 3.043
H -0.649 1.546 3.719
O 1.362 3.351 0.070
H 0.514 3.311 0.556
H 1.099 3.367 -0.876
O 2.916 1.192 0.623
H 2.809 1.240 1.575
H 2.444 1.940 0.214
O -1.104 1.144 -3.706
H -1.725 1.164 -2.980
H -0.699 0.312 -3.966
*
```

Output
Total energy ... -29634.7192 eV
E_HOMO ... -9.375 eV
Molecular weight ... 277.267 g/mol
HOMO-LUMO gap ... 9.42 eV
SMILES string ... CN[C@@H](C=O)CC=O.O.O.O.O.O.O.O.O.O


DFT (ωB97M-V/def2-TZVPD) results for C17H29N3O4 as an isolated structure at a distorted geometry.

```
! wB97M-V def2-TZVPD RIJCOSX def2/J DEFGRID3
* xyz 0 1
C -2.427 -1.437 0.175
C -2.877 -1.942 1.651
H -3.965 -1.670 1.927
H -2.817 -2.983 1.556
O -1.995 -1.200 2.602
C -0.730 -1.998 2.639
O -0.274 -3.003 1.960
C -0.088 -1.335 3.773
C 1.408 -1.400 3.343
C 1.771 -0.468 2.284
N 1.255 0.716 2.523
C 1.735 1.890 1.590
C 1.452 1.824 0.333
O 2.071 0.980 -0.561
N 0.046 2.117 0.024
C -0.583 1.678 -1.182
O -1.726 2.083 -0.982
N 0.033 1.144 -2.161
H 0.792 0.890 -1.925
C -0.672 0.659 -3.406
C -0.748 -0.679 -3.567
C 0.782 -1.409 -3.927
C 1.298 -0.686 -5.029
C 1.440 0.800 -4.888
C -0.359 1.513 -4.566
H -0.078 2.513 -4.302
H -0.554 1.399 -5.390
H 1.851 1.100 -3.946
H 1.872 1.393 -5.766
H 2.431 -0.960 -5.122
H 0.635 -0.860 -5.888
H 1.282 -0.957 -2.914
H 0.691 -2.389 -3.914
H -1.035 -1.122 -2.637
H -1.269 -0.967 -4.402
H -1.882 0.928 -3.262
H -0.513 2.601 0.794
H 3.135 1.624 1.680
H 1.524 2.807 2.025
C -0.054 0.811 2.779
C -0.207 -0.044 4.186
H -1.302 -0.079 4.166
H 0.264 0.387 4.887
H -0.150 2.065 3.172
H -0.760 0.676 1.967
H 2.835 -0.481 2.146
H 1.288 -0.815 1.449
H 1.878 -2.425 3.238
H 1.961 -1.169 4.264
H -0.151 -2.093 4.524
H -2.610 -0.286 0.142
H -3.231 -1.758 -0.599
H -1.597 -1.690 0.067
*
```

Output
Total energy ... -30743.3899 eV
E_HOMO ... -8.262 eV
Molecular weight ... 339.436 g/mol
HOMO-LUMO gap ... 8.30 eV